This record from OMol25 describes C4H10O2 in the gas phase. The level of theory is wB97M-V/def2-TZVPD.

Calculated values
SMILES: CC(C)COO
Strongest force on any atom in hartree/bohr: 0.04578
E_LUMO in eV: 0.91
HOMO energy in hartree: -0.3685
ΔE to the lowest compared entry with this formula, charge and spin in eV: 3.378
Frontier orbital gap in Eh: 0.4018

Structure (XYZ):
```
16
C4H10O2 wB97M-V/def2-TZVPD
C -0.53 0.08 0.51
C 0.49 1.17 -0.01
C 0.17 -1.25 0.80
C -1.69 -0.12 -0.46
O 1.02 0.69 -1.23
O 2.50 0.87 -1.06
H 2.73 -0.08 -1.09
H -0.93 0.48 1.45
H 1.24 1.36 0.76
H -0.05 2.10 -0.21
H 0.54 -1.71 -0.12
H -1.36 -0.54 -1.41
H 1.02 -1.10 1.48
H -0.52 -1.95 1.28
H -2.20 0.83 -0.66
H -2.43 -0.81 -0.03
```